ORCA calculation (ωB97M-V/def2-TZVPD) on a cluster of 7 separate species, C63H140N7 in total.

```
210
Properties=species:S:1:pos:R:3:forces:R:3
C -19.3063 4.3319 4.7562 -0.785 -0.794 -0.296
C -19.7665 5.7250 5.1661 1.334 0.204 0.367
C -19.9579 6.6665 3.9627 -1.651 -0.947 0.007
C -19.9403 8.1489 4.2817 0.657 -0.390 -0.748
N -20.6228 8.9627 3.2088 -0.328 1.385 -0.076
C -22.1030 8.5867 3.1059 0.108 -0.304 0.775
C -22.8835 9.8268 2.6850 0.153 0.074 -0.570
C -21.9130 11.0040 2.8074 1.042 -0.194 0.414
C -20.7357 10.4414 3.6054 -0.354 -0.372 0.853
C -19.9094 8.8966 1.9026 -0.669 -0.945 -0.070
H -20.1561 3.7775 4.3453 -0.053 -0.048 0.207
H -18.9517 3.7603 5.6126 -0.012 0.004 0.003
H -18.5765 4.2250 3.9481 0.308 0.621 0.190
H -19.0603 6.1122 5.9143 0.204 0.271 -0.325
H -20.6790 5.6422 5.7580 -0.219 0.026 -0.309
H -20.9668 6.3687 3.6485 -0.095 0.417 -0.063
H -19.4094 6.3778 3.0640 0.765 0.154 0.388
H -18.9065 8.5050 4.3158 -0.031 0.133 0.150
H -20.4096 8.3370 5.2449 -0.211 0.189 -0.126
H -22.2427 7.6616 2.5540 0.093 0.234 -0.415
H -22.3517 8.3386 4.1393 -0.114 -0.007 -0.028
H -23.2327 9.7741 1.6563 -0.276 -0.188 0.111
H -23.7287 9.9263 3.3600 -0.143 0.106 -0.194
H -21.4820 11.3306 1.8609 -0.534 0.099 -0.206
H -22.3262 11.8703 3.3172 -0.051 0.022 -0.080
H -19.7971 10.9724 3.4601 0.116 -0.221 -0.083
H -20.9459 10.3809 4.6746 -0.072 0.333 -0.007
H -20.4505 9.4337 1.1261 -0.168 0.184 0.249
H -19.9371 7.8425 1.6291 0.426 0.073 -0.232
H -18.9024 9.2995 1.9814 0.038 -0.132 0.214
C -7.2025 12.0896 3.4959 -0.476 0.793 -1.051
C -6.0405 11.9258 2.4865 0.961 0.453 1.002
C -5.7006 10.6290 1.7455 -0.035 -0.774 0.473
C -4.2543 10.7972 1.2902 0.889 0.716 -1.203
N -3.5252 9.7523 0.4631 0.588 -0.501 0.529
C -2.0700 10.1745 0.2800 0.379 0.227 -0.584
C -1.6169 9.5599 -1.0333 -0.333 0.088 -1.061
C -2.9002 9.3728 -1.8932 0.026 -0.642 0.615
C -4.0667 9.6061 -0.9365 -0.770 0.490 -0.091
C -3.4461 8.4307 1.1745 -0.588 -0.059 -0.888
H -7.5426 11.3660 4.2366 0.637 -0.615 -0.333
H -8.0533 12.3491 2.8511 -0.307 -0.147 0.416
H -6.9788 12.9984 4.0581 -0.009 0.014 0.003
H -5.1073 12.2038 2.9926 -0.163 -0.176 0.343
H -6.1386 12.7877 1.8226 -0.181 -0.335 -0.441
H -6.4002 10.3883 0.9404 0.228 0.253 -0.236
H -5.7716 9.7719 2.4264 0.030 0.160 0.139
H -3.5273 11.0411 2.0665 -0.495 -0.264 0.538
H -4.1862 11.6701 0.6328 -0.219 0.060 0.065
H -1.4859 9.8315 1.1297 -0.110 0.164 0.140
H -1.9977 11.2577 0.1922 -0.321 0.030 0.250
H -1.0655 8.6269 -0.9507 -0.025 0.004 0.261
H -0.9966 10.2505 -1.6001 0.361 0.002 0.400
H -2.9573 8.3593 -2.2844 0.108 0.043 -0.140
H -2.9293 10.0550 -2.7368 -0.077 0.063 0.047
H -4.8366 8.8356 -0.9323 0.166 -0.158 0.001
H -4.5924 10.5374 -1.1495 0.142 0.056 -0.043
H -3.0272 8.5822 2.1641 -0.282 -0.033 0.125
H -2.8072 7.7547 0.6070 0.184 0.216 -0.063
H -4.4407 7.9885 1.1270 -0.014 0.039 0.582
C -16.1709 6.2596 5.0883 -0.775 0.301 -0.478
C -16.1973 6.4244 3.5636 0.366 -0.191 -0.345
C -15.9972 7.8953 3.1224 0.500 -0.589 -0.014
C -14.4834 8.1155 2.9838 -0.010 1.004 -0.160
N -14.0690 9.5581 2.6277 0.420 -0.563 0.784
C -14.5676 9.9747 1.2659 -0.486 -0.465 -0.519
C -13.4800 10.8387 0.6642 0.212 0.563 0.603
C -12.2212 10.1300 1.1335 1.012 -0.341 0.021
C -12.5402 9.5929 2.5385 0.020 0.428 -1.200
C -14.4938 10.5116 3.6944 -0.645 0.056 -0.372
H -16.8051 7.0204 5.5597 0.008 0.081 -0.118
H -15.1884 6.3537 5.5466 0.095 -0.450 -0.033
H -16.7029 5.3283 5.2749 0.633 -0.258 0.545
H -17.0948 5.9268 3.1940 -0.355 0.683 -0.068
H -15.4376 5.8094 3.0680 0.235 0.010 0.304
H -16.4722 8.4910 3.9035 0.254 0.390 -0.116
H -16.4438 8.1578 2.1591 -0.220 -0.257 0.037
H -14.0510 7.5453 2.1612 -0.303 -0.274 0.022
H -13.8886 7.8824 3.8664 -0.333 -0.107 0.217
H -15.5813 10.3662 1.3325 0.182 0.436 0.236
H -14.6830 9.0634 0.6725 0.272 -0.102 0.105
H -13.4717 11.8397 1.1054 -0.286 0.022 -0.053
H -13.5582 10.9857 -0.4094 -0.055 -0.241 -0.033
H -11.3487 10.7765 1.2383 -0.195 0.257 -0.241
H -11.8639 9.3360 0.4762 -0.443 -0.107 -0.102
H -12.1364 10.3181 3.2384 -0.271 -0.337 0.505
H -12.1290 8.5987 2.6703 -0.067 -0.007 0.361
H -14.0601 11.4827 3.4713 0.002 0.028 0.128
H -14.2083 10.1527 4.6800 0.313 -0.071 -0.111
H -15.5779 10.5930 3.6777 -0.012 0.067 -0.043
C -17.7768 4.8899 8.8546 0.079 -0.341 0.008
C -18.0916 6.1335 9.6592 -0.917 1.094 0.086
C -16.8689 6.9166 10.1252 0.970 -0.500 -0.417
C -15.9095 7.2757 8.9902 0.058 -0.126 0.229
N -14.6773 7.9816 9.5226 0.821 0.846 -1.759
C -14.9481 9.4445 9.8328 -0.710 -1.291 1.489
C -13.5816 10.0492 9.8927 -0.320 1.186 -0.549
C -12.9348 9.4896 8.6211 0.536 -0.467 0.249
C -13.6270 8.1348 8.3846 -0.971 -0.447 0.255
C -13.9919 7.2253 10.6118 0.022 -0.623 -0.263
H -18.6560 4.3552 8.4966 -0.208 0.166 0.250
H -17.2242 4.1786 9.4719 0.124 -0.020 -0.138
H -17.1997 5.1032 7.9491 0.126 0.050 0.087
H -18.6934 5.9382 10.5488 0.198 -0.477 0.028
H -18.7657 6.8178 9.1258 0.210 -0.071 -0.351
H -16.2912 6.2531 10.7738 -0.208 0.051 0.240
H -17.0865 7.8287 10.6808 -0.425 -0.138 0.078
H -16.3525 7.9248 8.2297 -0.025 0.225 0.207
H -15.5562 6.4021 8.4403 0.077 -0.152 0.289
H -15.5155 9.4515 10.7636 0.105 0.300 0.042
H -15.6078 9.8114 9.0480 0.262 0.142 -0.159
H -13.0556 9.8599 10.8248 0.041 -0.338 -0.092
H -13.6811 11.1347 9.8364 0.103 -0.003 0.044
H -11.8523 9.4292 8.7246 -0.011 -0.235 -0.057
H -13.1387 10.1325 7.7656 -0.069 0.081 0.063
H -13.0663 7.2033 8.3932 0.468 0.277 0.033
H -14.2036 8.1266 7.4587 -0.015 0.133 -0.002
H -13.9096 6.2030 10.2382 -0.329 -0.121 0.294
H -14.5559 7.2720 11.5358 0.114 0.045 0.078
H -12.9519 7.5215 10.7227 -0.188 0.565 0.174
C -8.4793 18.1359 6.7451 -0.500 -0.310 -0.239
C -9.8168 17.5566 6.2651 0.543 -0.625 0.590
C -9.8893 16.0500 6.6591 -0.237 0.993 -0.871
C -10.9195 15.3936 5.7689 0.403 -0.808 0.016
N -11.1558 13.8724 6.0295 -0.827 0.093 -0.111
C -11.5487 13.5578 7.4610 0.396 0.521 0.321
C -13.0507 13.6671 7.4392 0.517 -0.408 0.795
C -13.3913 12.8308 6.2228 0.222 0.999 -0.924
C -12.4355 13.4704 5.1887 0.881 -0.170 0.504
C -9.8700 13.1718 5.6493 -1.154 0.034 -0.298
H -7.6883 17.7016 6.1326 0.178 0.359 -0.034
H -8.2591 17.8649 7.7779 -0.150 0.165 0.086
H -8.5381 19.2160 6.6469 0.452 0.033 0.012
H -9.8516 17.6297 5.1769 -0.315 0.293 0.017
H -10.6381 18.0792 6.7538 -0.172 0.094 -0.366
H -10.1357 16.0434 7.7181 0.240 -0.416 0.069
H -8.9035 15.6598 6.4047 0.037 -0.275 0.554
H -10.5316 15.3326 4.7513 -0.153 0.506 -0.099
H -11.8821 15.8985 5.7405 -0.039 -0.039 0.315
H -11.1904 12.5675 7.7440 -0.012 -0.085 -0.291
H -11.0713 14.2727 8.1252 0.069 -0.002 -0.055
H -13.5237 13.3173 8.3549 0.093 0.013 0.051
H -13.2663 14.7326 7.3457 -0.549 -0.125 -0.282
H -13.1312 11.7776 6.3278 -0.217 -0.032 0.353
H -14.4451 12.9809 5.9887 0.063 -0.288 -0.425
H -12.0513 12.8785 4.3572 -0.261 -0.247 0.086
H -12.8751 14.3770 4.7820 0.171 0.083 0.044
H -9.1282 13.4996 6.3688 0.244 -0.119 -0.203
H -9.6568 13.4506 4.6196 0.382 0.221 0.145
H -9.9915 12.0890 5.6474 -0.157 0.021 0.401
C -16.8829 3.3097 -0.3733 0.558 -1.174 0.343
C -17.2761 4.7189 0.0305 -0.029 -0.014 -1.141
C -17.6331 5.5036 -1.2556 0.373 0.068 -0.098
C -17.6653 6.9975 -0.9996 0.203 -0.150 0.466
N -17.9287 7.8594 -2.2095 0.082 -0.147 -0.033
C -18.3384 9.2837 -1.8393 -0.415 -0.164 0.670
C -19.6233 9.5959 -2.5935 -0.521 0.733 -0.576
C -19.7688 8.5333 -3.6810 0.666 0.224 0.229
C -19.0992 7.3421 -3.0213 -0.924 -0.684 -0.403
C -16.6973 7.9048 -3.0571 -0.283 0.198 -0.702
H -16.4799 2.6907 0.4346 -0.603 0.217 0.436
H -15.9995 3.2725 -1.0191 -0.324 0.542 -0.442
H -17.6770 2.7319 -0.8431 -0.060 0.139 -0.058
H -16.3995 5.1168 0.5519 -0.258 0.524 0.068
H -18.1846 4.7869 0.6329 0.283 -0.356 0.526
H -18.6105 5.1796 -1.6141 0.009 -0.160 0.109
H -16.9286 5.2466 -2.0491 0.102 0.076 0.062
H -16.7123 7.3170 -0.5644 0.078 0.123 -0.265
H -18.4032 7.1903 -0.2155 -0.313 0.248 -0.360
H -17.5286 9.9769 -2.0496 0.073 -0.153 -0.223
H -18.5128 9.2943 -0.7628 0.131 -0.027 0.013
H -19.5694 10.5959 -3.0229 -0.018 -0.009 0.003
H -20.5309 9.5897 -1.9892 0.276 -0.092 0.411
H -19.2779 8.8623 -4.5970 0.072 -0.237 -0.047
H -20.8064 8.3193 -3.9214 0.009 -0.048 -0.018
H -18.8383 6.5490 -3.7209 0.557 0.108 0.093
H -19.7993 6.8748 -2.3262 0.054 0.194 0.194
H -16.9848 8.3959 -3.9864 0.171 0.052 -0.007
H -16.3476 6.9076 -3.3048 -0.073 -0.073 0.168
H -15.9190 8.4886 -2.5735 -0.044 -0.067 0.155
C 2.0541 2.4634 2.7044 -0.012 -0.424 0.479
C 0.9175 1.6326 2.1198 -0.392 -0.417 1.236
C -0.4503 1.9221 2.7840 -0.503 0.213 -1.004
C -0.9807 3.3165 2.4954 0.774 0.532 -0.332
N -2.3083 3.6974 3.0990 -0.615 1.594 0.125
C -2.6121 5.1629 2.8282 -0.339 0.289 -0.031
C -1.9473 5.9756 3.9378 0.636 -0.376 -0.683
C -1.6813 4.9845 5.1194 -0.308 1.044 -1.639
C -2.3166 3.7070 4.6193 0.059 -1.405 0.159
C -3.4354 2.8827 2.5418 0.656 -0.445 0.820
H 2.0572 2.2864 3.7860 -0.050 0.103 0.009
H 2.0058 3.5450 2.5805 0.088 -0.031 -0.425
H 3.0082 2.0519 2.3813 0.068 0.388 -0.280
H 1.0716 0.6308 2.5296 0.338 -0.185 -0.560
H 0.8620 1.5254 1.0389 0.043 0.378 -0.060
H -0.3307 1.6923 3.8418 -0.254 0.159 0.071
H -1.1782 1.2567 2.3117 0.124 -0.420 0.412
H -1.1215 3.4497 1.4196 -0.033 -0.199 -0.025
H -0.2528 4.0868 2.7648 -0.155 -0.005 0.339
H -3.6934 5.3085 2.8510 -0.060 -0.410 0.126
H -2.2995 5.4526 1.8253 0.238 -0.304 -0.015
H -2.5429 6.8451 4.2049 0.006 -0.020 0.055
H -0.9971 6.3023 3.5146 0.037 0.377 0.394
H -2.1664 5.3973 5.9957 0.276 -0.447 0.384
H -0.5996 4.9415 5.1894 -0.046 -0.375 0.658
H -3.3680 3.6091 4.8824 0.016 0.201 0.207
H -1.8205 2.7920 4.9384 -0.016 0.068 0.145
H -3.1844 1.8515 2.7780 -0.304 -0.130 -0.296
H -3.5422 3.0489 1.4752 0.139 -0.019 -0.043
H -4.3278 3.1683 3.0887 -0.150 -0.029 -0.158
```
Positions in Å, forces in eV/Å.

Summary:
LUMO level: -12.55 eV
charge: +7
electronic energy: -2864.97477 a.u.
energy above the lowest of the compared OMol25 structures with the same formula, charge and spin: 0.0 kJ/mol
HOMO-LUMO gap: 0.2905 Ha